# 1
C15H14N7OS2Zn as an isolated structure, computed with wB97M-V/def2-TZVPD.

Structure (XYZ):
```
40
Properties=species:S:1:pos:R:3:forces:R:3:mulliken_charge:R:1
Zn -0.9289 0.9353 -1.2346 0.19 -0.32 -0.96 0.420
N -4.1882 -1.5980 -0.7486 -0.32 0.10 -0.05 -0.460
C -3.2610 -0.6394 -0.4420 2.17 -1.01 0.91 0.549
S -3.3061 0.8837 -1.2135 -1.32 0.45 -0.69 -0.537
N -2.2422 -0.9915 0.3548 -2.53 -0.93 -0.09 -1.231
N -1.4150 0.0468 0.5308 2.27 0.79 2.50 1.262
C -0.8720 0.2609 1.7122 -1.22 -1.11 -1.30 -0.690
C -0.0086 1.3565 2.0512 0.56 0.34 -1.01 1.055
C 0.4239 1.5333 3.3844 -0.41 0.25 -0.98 -0.877
C 1.1877 2.6248 3.7151 0.41 0.10 0.94 -0.455
C 1.7034 3.4724 2.7052 -0.05 -0.05 1.80 -0.486
C 1.3985 3.2541 1.4157 -0.81 -0.43 -2.11 -0.541
C 0.4135 2.2628 1.0114 0.31 0.33 0.78 0.493
O -0.0628 2.2629 -0.1875 1.13 0.85 0.51 -0.928
H -4.9644 -1.2515 -1.2788 -0.15 -0.09 -0.05 0.205
H -4.3447 -2.4094 -0.1648 0.34 0.39 0.01 0.229
H -1.1048 -0.4418 2.5267 -0.19 0.12 -0.26 0.210
H 0.0578 0.8266 4.1225 0.09 0.11 0.10 0.340
H 1.4060 2.8039 4.7778 0.07 0.02 -0.56 0.330
H 2.3019 4.3362 3.0023 0.06 -0.32 -0.15 0.345
H 1.8493 3.8591 0.6227 -0.36 -0.09 0.20 0.375
N -1.9720 -0.6497 -5.1752 0.50 0.89 -0.01 -0.401
C -1.1901 -0.4599 -4.0788 -0.91 0.06 2.05 0.553
S -0.7262 1.1391 -3.6556 0.24 0.82 -0.84 -0.480
N -1.0204 -1.4748 -3.2292 -1.07 -1.03 -2.84 -1.629
N -0.2691 -1.1752 -2.2205 2.21 -1.34 2.51 1.072
C 0.3379 -2.1433 -1.5571 -2.10 1.71 -1.01 -0.699
C 1.2604 -1.7261 -0.5366 0.39 -0.11 1.01 0.806
C 1.6905 -2.5890 0.4881 0.25 0.22 -0.31 -0.928
C 2.6932 -2.1541 1.3312 0.39 0.10 0.50 -0.121
C 3.3109 -0.9061 1.0956 0.54 -0.97 1.13 -0.598
C 2.7666 -0.1283 0.1129 -0.39 0.76 -0.30 -0.175
N 1.7223 -0.4822 -0.6191 0.34 0.04 -0.62 -0.224
H -2.1693 0.1908 -5.7051 0.07 -0.50 0.06 0.194
H -2.1584 -1.5546 -5.5497 -0.02 -0.36 0.06 0.232
H 0.0806 -3.1922 -1.6797 0.12 0.01 -0.31 0.339
H 1.2842 -3.5879 0.5871 -0.15 0.08 0.02 0.366
H 2.9648 -2.8030 2.1818 0.15 0.47 -0.55 0.356
H 4.1907 -0.5492 1.6671 -0.77 -0.36 -0.32 0.325
H 3.1602 0.8579 -0.1203 0.00 0.00 0.22 0.406
```
Positions in Å, forces in eV/Å.

Calculated values
- Molar mass: 437.85 g/mol
- F_max: 3.607 eV Å⁻¹
- Total charge: -1
- ΔE to the lowest compared entry with this formula, charge and spin: 0.000 eV
- Frontier orbital gap: 0.254 hartree
- Highest occupied orbital energy: -3.99 eV


# 2
C26H29BrN8OReS3SbSe4 as an isolated structure, computed with wB97M-V/def2-TZVPD.

Structure (XYZ):
```
74
Properties=species:S:1:pos:R:3:forces:R:3:mulliken_charge:R:1
Re 0.3935 0.1926 0.3136 -0.12 0.40 0.41 0.298
Br 1.8595 2.4621 -7.6861 0.00 0.00 -0.01 -0.168
C 0.8958 1.7081 -6.2518 0.01 0.00 0.01 0.157
C -0.3957 2.1439 -5.9953 0.00 0.01 -0.01 -0.802
C -1.0950 1.6130 -4.9275 -0.03 0.00 0.01 -0.516
C -0.5014 0.6478 -4.1196 0.07 0.01 -0.04 0.161
C 0.7852 0.2037 -4.4025 -0.02 0.01 0.01 0.439
C 1.4941 0.7374 -5.4649 0.00 0.01 0.01 -0.858
N -1.1033 0.1135 -2.9530 -0.12 -0.03 0.06 0.038
C -1.9970 0.7665 -2.3448 0.08 0.14 0.11 -0.358
C -2.5726 0.2725 -1.0710 -0.02 0.04 0.05 -0.146
C -3.9578 0.3088 -0.9772 -0.02 -0.05 -0.05 -0.534
C -4.5952 -0.1671 0.1508 -0.01 -0.01 0.01 -0.783
C -3.8066 -0.6523 1.1790 0.01 0.01 -0.02 -1.051
C -2.4333 -0.6009 1.0480 -0.07 0.01 0.00 -0.351
N -1.7941 -0.1386 -0.0429 0.01 -0.04 0.03 0.453
H -0.8434 2.9063 -6.6162 0.00 0.01 0.00 0.421
H -2.0979 1.9679 -4.7263 0.02 0.00 -0.04 0.405
H 1.2387 -0.5373 -3.7554 0.01 -0.01 -0.01 0.277
H 2.5043 0.4146 -5.6739 -0.01 0.00 0.00 0.430
H -2.4036 1.7143 -2.7036 0.04 0.09 0.08 0.042
H -4.5206 0.7075 -1.8108 0.00 0.00 0.00 0.587
H -5.6740 -0.1547 0.2259 0.00 0.00 0.00 0.457
H -4.2376 -1.0373 2.0923 0.00 0.00 0.00 0.514
H -1.8012 -0.9202 1.8615 0.00 0.00 0.00 0.614
N 2.7575 2.4955 1.6784 -0.07 -0.03 0.03 -0.157
C 3.2328 1.3358 1.2097 0.08 0.03 0.07 0.285
N 2.4926 0.3366 0.7581 -0.14 0.00 -0.09 0.991
C 3.2963 -0.6732 0.2337 0.01 -0.02 -0.02 -0.596
C 4.6214 -0.4918 0.3699 0.00 -0.02 0.03 -0.289
S 4.9320 1.0151 1.1510 0.00 -0.01 -0.03 -0.204
C 2.5896 -1.7231 -0.4853 -0.06 -0.01 0.00 -0.584
C 3.0457 -2.9232 -0.8897 0.03 0.01 -0.02 -0.152
S 1.8246 -3.7482 -1.7918 0.00 -0.03 0.05 -0.223
C 0.7301 -2.4386 -1.5141 0.03 0.13 0.01 0.103
N 1.2598 -1.4405 -0.8180 -0.03 -0.07 0.01 0.594
N -0.5308 -2.4428 -1.9654 -0.04 0.18 0.05 -0.245
H 1.8163 2.7596 1.3918 0.06 0.01 -0.05 -0.394
H 3.3886 3.2812 1.7110 0.01 -0.01 0.02 0.334
H 5.4233 -1.1174 0.0177 0.00 0.00 0.01 0.479
H 4.0199 -3.3556 -0.7360 0.00 0.01 -0.01 0.509
H -0.7823 -3.1825 -2.6026 -0.01 0.01 0.00 0.274
H -0.8739 -1.4895 -2.2241 0.11 -0.25 -0.11 0.299
Se -2.5625 4.6580 -1.9132 -0.02 -0.07 -0.02 -0.551
Sb -0.1966 4.8151 -1.8035 -0.07 0.27 -0.06 0.713
Se 0.6162 2.0574 -0.9749 0.28 -0.65 -0.31 -0.220
Se 1.2218 4.9268 -3.6722 -0.08 -0.03 0.04 -0.447
Se 0.8163 4.9984 0.4009 -0.23 -0.10 0.06 -0.457
O 0.2436 -1.4642 1.8172 0.09 -0.15 -0.08 -0.498
S 1.3137 -2.3628 2.4569 -0.10 0.12 -0.02 0.538
C 0.7078 -2.5773 4.1458 0.01 0.03 0.03 -0.787
C -0.3628 -3.6567 4.0771 0.01 0.01 -0.02 -0.511
C 0.2446 -4.7503 3.2048 0.00 -0.01 0.00 -0.792
C 0.8290 -4.0528 1.9753 -0.02 0.03 -0.04 -0.566
H 0.3712 -1.5971 4.4821 0.02 0.00 0.00 0.363
H 1.5668 -2.8887 4.7441 0.00 -0.02 0.01 0.514
H -1.2660 -3.2527 3.6150 0.00 -0.01 0.00 0.177
H -0.6260 -4.0157 5.0710 0.01 0.00 0.00 0.466
H -0.4862 -5.5009 2.9070 0.00 0.01 -0.01 0.362
H 1.0368 -5.2636 3.7527 -0.01 0.00 0.00 0.341
H 0.0834 -3.8804 1.1973 0.00 0.00 -0.02 0.198
H 1.6899 -4.5528 1.5387 0.03 -0.02 -0.02 0.519
C -2.2338 2.7534 1.3316 0.09 0.05 -0.07 -1.165
C -1.1751 2.2580 2.2409 0.02 -0.13 0.11 0.307
N -0.2601 1.3063 2.0616 0.10 -0.01 -0.11 1.571
C 0.4553 1.2141 3.2480 0.01 -0.03 0.00 -0.740
C -0.0199 2.1141 4.1357 -0.05 -0.07 0.02 -1.182
N -1.0497 2.7513 3.4872 0.00 0.07 -0.01 0.080
H -2.1848 2.2791 0.3600 0.06 0.05 0.00 -0.196
H -2.1019 3.8217 1.1645 -0.02 0.07 -0.04 0.490
H -3.2188 2.5813 1.7715 0.01 -0.02 -0.03 0.393
H 1.2797 0.5315 3.3547 0.01 0.05 -0.02 0.669
H 0.2738 2.3560 5.1407 0.01 0.01 0.00 0.439
H -1.5901 3.5241 3.8392 0.00 -0.01 0.02 0.220
```
Positions in Å, forces in eV/Å.

Calculated values
- Molar mass: 1269.49 g/mol
- F_max: 0.770 eV Å⁻¹
- Total charge: +1
- ΔE to the lowest compared entry with this formula, charge and spin: 0.000 eV
- Frontier orbital gap (alpha / beta): 0.219 / 0.227 hartree
- Highest occupied orbital energy (alpha / beta): -9.29 / -9.30 eV
- Multiplicity: 2


# 3
A 2-piece molecular cluster, C5H14 overall, computed with wB97M-V/def2-TZVPD.

Structure (XYZ):
```
19
Properties=species:S:1:pos:R:3:forces:R:3:mulliken_charge:R:1
C -0.0053 -1.6738 -0.5483 -0.75 0.11 -1.34 -0.082
C 0.3829 -2.9090 0.2400 0.75 0.16 0.28 -1.156
C 1.2297 -0.9087 -1.0365 -0.66 0.30 0.31 -1.040
H -0.6257 -1.8605 -1.4387 0.20 -0.57 0.10 0.278
H -0.7005 -1.0435 0.0116 0.44 0.16 0.47 0.199
H 1.0094 -2.5184 1.0529 -0.28 -0.37 0.28 0.289
H 1.0538 -3.5931 -0.2871 -0.15 0.15 -0.36 0.300
H 0.9671 0.0759 -1.4273 -0.08 0.10 0.28 0.221
H 1.8888 -0.7968 -0.1748 0.43 0.13 -0.33 0.303
H -0.4242 -3.5182 0.6385 -0.21 0.24 0.06 0.333
H 1.7023 -1.3951 -1.8858 0.31 -0.41 0.26 0.347
C -0.4600 2.5725 -0.0294 0.51 0.89 -1.69 -0.826
C -1.1869 2.4572 1.2811 0.12 -0.59 0.75 -0.846
H -0.3321 3.5883 -0.4341 -0.36 0.20 0.65 0.382
H 0.5761 2.2318 -0.0572 -0.11 -0.44 0.47 0.211
H -0.9604 2.1157 -0.8867 -0.15 -0.54 0.34 0.266
H -0.9655 1.5008 1.7671 0.04 -0.03 -0.16 0.243
H -2.2724 2.4725 1.2021 -0.01 0.29 -0.22 0.266
H -0.8773 3.2026 2.0125 -0.04 0.21 -0.13 0.311
```
Positions in Å, forces in eV/Å.

Calculated values
- Molar mass: 74.17 g/mol
- F_max: 1.982 eV Å⁻¹
- ΔE to the lowest compared entry with this formula, charge and spin: 0.331 eV
- Frontier orbital gap: 0.453 hartree
- Highest occupied orbital energy: -11.19 eV
- Structure (SMILES): CCC.CC